1.
ORCA calculation (wB97M-V/def2-TZVPD) on C7H12N2O3 in the gas phase at a distorted geometry.

As for the charge: 0. As for the structure (SMILES): CCOC(=O)[C@@H]1CCCN1N=O. The total energy is -609.09338 a.u. As for the highest occupied orbital energy: -9.09 eV. As for the HOMO-LUMO gap: 9.87 eV.

Last column: natural (NBO) charge in e.
Cartesian coordinates (Å):
C: -3.06024 1.25260 -0.10271  -0.63
C: -2.40192 0.22775 0.74486  -0.07
C: -0.75160 -0.67875 -0.67555  0.79
C: 0.71528 -0.55912 -1.07375  -0.16
C: 1.63612 -1.66798 -0.47260  -0.39
C: 1.93908 -1.09115 0.93008  -0.43
C: 2.03413 0.39126 0.70167  -0.25
H: -3.06036 0.85333 -1.09034  0.22
H: -2.48025 2.16538 0.02959  0.22
H: -4.08364 1.37082 0.24497  0.22
H: -2.37859 0.49750 1.81110  0.19
H: -2.89798 -0.72670 0.64049  0.20
H: 0.67268 -0.47965 -2.16416  0.25
H: 2.51889 -1.72474 -1.10404  0.22
H: 1.11184 -2.65072 -0.44564  0.23
H: 1.18720 -1.34999 1.65782  0.22
H: 2.87054 -1.49040 1.36332  0.23
H: 1.57596 0.93250 1.47367  0.22
H: 3.09261 0.80226 0.55711  0.22
N: 1.31490 0.62347 -0.55586  -0.20
N: 1.18742 1.81649 -1.08245  0.23
O: -0.99351 0.12067 0.33959  -0.51
O: -1.47232 -1.37033 -1.28388  -0.58
O: 1.72378 2.73549 -0.44327  -0.43

---

2.
ORCA calculation (wB97M-V/def2-TZVPD) on C7H12N2O6 in the gas phase at a distorted geometry.

As for the charge: 0. As for the structure (SMILES): N[C@@H](CO)C(=O)N[C@@H](CC(=O)O)C(=O)O. The total energy is -834.90009 a.u. As for the highest occupied orbital energy: -10.06 eV. As for the HOMO-LUMO gap: 10.20 eV.

Last column: natural (NBO) charge in e.
Cartesian coordinates (Å):
C: 2.63444 -0.75767 0.31613  -0.16
C: 1.23519 -0.22290 0.80078  0.71
C: 3.46352 0.53926 -0.03120  -0.09
C: -1.22000 -0.50791 0.27212  -0.16
C: -2.16701 -1.68891 -0.09336  0.77
C: -1.38253 0.64638 -0.76310  -0.56
C: -1.72872 2.00667 -0.17956  0.78
H: 3.42997 -2.22478 -1.04808  0.39
H: 2.27056 -1.05366 -1.73790  0.40
H: 3.11838 -1.23515 1.23644  0.23
H: 4.53084 0.44782 -0.17073  0.18
H: 3.29762 1.22980 0.86546  0.21
H: 2.93424 1.98605 -1.36109  0.49
H: 0.50686 -1.81590 -0.11291  0.43
H: -1.50115 -0.18320 1.31975  0.25
H: -0.51850 0.74198 -1.42924  0.25
H: -2.16965 0.34974 -1.42564  0.29
H: -0.44642 1.76839 1.19402  0.49
H: -1.19441 -2.68725 0.99485  0.48
N: 2.50774 -1.65906 -0.79934  -0.89
N: 0.15602 -1.00853 0.42161  -0.67
O: 1.12681 0.77370 1.54730  -0.65
O: 2.84828 1.00179 -1.26867  -0.77
O: -3.12505 -1.50817 -0.81463  -0.56
O: -2.49621 2.81092 -0.62199  -0.56
O: -1.11914 2.40696 0.96095  -0.68
O: -1.97392 -2.82772 0.49558  -0.62

---

3.
ORCA calculation (wB97M-V/def2-TZVPD) on C7H12N2OS in the gas phase at a distorted geometry.

As for the charge: 0. As for the structure (SMILES): CCN=[S@@]1(C)=NC(C)=CC1=O. The total energy is -856.70142 a.u. As for the highest occupied orbital energy: -8.53 eV. As for the HOMO-LUMO gap: 8.77 eV.

Last column: natural (NBO) charge in e.
Cartesian coordinates (Å):
C: 1.92163 -1.46508 0.39837  -0.60
C: 1.57109 -0.52336 1.39705  0.34
C: 1.29806 -1.40197 -0.80595  0.53
C: 2.42459 -0.47671 2.63284  -0.64
C: -3.57661 0.25158 -1.29322  -0.61
C: 0.76030 1.90234 -1.01326  -0.77
C: -2.33160 -0.33870 -0.56000  -0.22
N: 0.72129 0.40357 1.14428  -0.75
N: -1.36989 0.66158 -0.42262  -0.86
O: 1.27741 -1.80897 -1.91624  -0.52
S: 0.14120 0.30244 -0.40572  1.44
H: 2.56610 -2.29570 0.54954  0.25
H: 2.07253 0.32158 3.22411  0.23
H: 3.48063 -0.17587 2.20915  0.23
H: 2.51581 -1.31048 3.21016  0.23
H: -3.92948 1.01522 -0.47583  0.21
H: -3.28996 0.86432 -2.10894  0.20
H: -4.19031 -0.55198 -1.66111  0.21
H: 1.34189 1.73226 -1.94106  0.24
H: 1.37431 2.32213 -0.20184  0.25
H: -0.12532 2.50544 -1.29575  0.27
H: -2.65842 -0.57235 0.36752  0.17
H: -1.99525 -1.36128 -1.03149  0.16

---

4.
ORCA calculation (wB97M-V/def2-TZVPD) on 2 unconnected molecules or ions with the total composition C7H12N2OS2 at a distorted geometry.

As for the charge: 0. The total energy is -1254.95076 a.u. As for the highest occupied orbital energy: -8.58 eV. As for the HOMO-LUMO gap: 9.16 eV.

Last column: natural (NBO) charge in e.
Cartesian coordinates (Å):
C: -0.57876 -0.98679 0.92775  -0.28
C: 0.26564 -1.87364 0.17849  -0.27
C: -1.39701 -0.26269 0.12076  -0.18
C: 0.09876 -1.83647 -1.14711  -0.41
C: -3.08916 0.62218 1.75949  -0.61
C: 3.53377 -0.41025 -2.07357  -0.06
C: -2.46381 0.73911 0.38108  -0.44
N: 2.41827 0.05505 -1.70558  -0.58
N: 1.17923 1.67685 -0.30047  -1.03
O: 3.40856 0.83002 0.63363  -0.95
S: -1.03999 -0.62011 -1.58595  0.40
S: 2.14881 0.30968 0.05625  1.50
H: -0.49818 -1.00700 2.06438  0.23
H: 1.08125 -2.29286 0.74777  0.23
H: -3.97536 -0.07524 1.77967  0.21
H: -3.71101 1.51437 1.87842  0.21
H: -2.44799 0.42920 2.61342  0.22
H: 4.36942 -0.39031 -1.34587  0.18
H: 0.74044 -2.27855 -1.92651  0.25
H: 3.65978 -0.51300 -3.10347  0.18
H: -2.07919 1.84194 0.33923  0.21
H: -3.25905 0.63944 -0.33890  0.23
H: 0.24884 1.46307 -0.36148  0.38
H: 1.38675 2.42602 0.40859  0.40

---

5.
ORCA calculation (wB97M-V/def2-TZVPD) on a gas-phase ion, C7H12N3O (charge +1) at a distorted geometry.

As for the charge: +1. As for the structure (SMILES): C[N+](C)(C)C(=O)n1ccnc1. The total energy is -512.99050 a.u. As for the highest occupied orbital energy (alpha / beta): -13.65 / -13.65 eV. As for the HOMO-LUMO gap (alpha / beta): 8.57 / 8.57 eV.

Last column: natural (NBO) charge in e.
Cartesian coordinates (Å):
C: -3.10903 -1.29535 -0.02432  0.02
C: -1.75047 -1.30797 0.04907  -0.11
C: -2.66020 0.77174 -0.21308  0.29
C: -0.28970 0.81174 0.06562  0.80
C: 1.34783 -0.37403 1.26405  -0.43
C: 2.11764 1.33932 -0.20533  -0.43
C: 1.15106 -0.76943 -1.10955  -0.37
N: -3.57844 -0.04243 -0.20591  -0.39
N: -1.38998 0.09491 0.00140  -0.45
N: 1.06094 0.26552 -0.00476  -0.30
O: -0.41991 2.43131 0.19441  -0.61
H: -3.72808 -2.20952 0.02241  0.25
H: -1.01390 -1.92859 0.31381  0.21
H: -2.67449 1.90737 -0.32365  0.28
H: 0.66900 -1.28634 1.47078  0.24
H: 2.35770 -0.71209 1.23365  0.24
H: 1.10783 0.37944 2.10159  0.27
H: 1.96964 2.21156 0.50396  0.30
H: 3.17153 0.93833 0.06035  0.24
H: 2.10983 1.63975 -1.35627  0.26
H: 2.23328 -1.03151 -1.03289  0.24
H: 0.55390 -1.52447 -0.81169  0.21
H: 0.76402 -0.30926 -1.99363  0.25

---

6.
ORCA calculation (wB97M-V/def2-TZVPD) on a molecular structure, C7H12N4O at a distorted geometry.

As for the charge: +2. The total energy is -567.42699 a.u. As for the highest occupied orbital energy: -17.35 eV. As for the HOMO-LUMO gap: 8.79 eV.

Last column: natural (NBO) charge in e.
Cartesian coordinates (Å):
C: -0.04934 -2.30668 -2.91290  0.59
C: 1.73495 -2.91188 -1.46452  0.35
C: 0.06727 -0.88218 -1.12150  0.76
C: -1.45073 0.52303 0.13191  -0.27
C: 0.86828 0.14102 0.84547  -0.23
C: -1.47253 1.86817 0.69657  -0.21
C: 0.81838 1.47938 1.46785  -0.26
N: -0.45531 -1.30339 -2.20978  -0.55
N: 1.62114 -2.00976 -0.64532  -0.43
N: -0.15958 -0.00155 -0.22536  -0.38
N: -0.52185 1.88623 1.93712  -0.52
O: 0.92590 -3.07003 -2.57253  -0.38
H: -0.44233 -2.18516 -3.89520  0.25
H: 2.69670 -3.46141 -1.50176  0.26
H: -1.85239 -0.10112 1.02959  0.22
H: -2.29289 0.37872 -0.58370  0.31
H: 1.83019 0.03776 0.39048  0.29
H: 0.65418 -0.66471 1.64196  0.25
H: -0.99214 2.60549 -0.11138  0.25
H: -2.39471 2.12951 1.01884  0.25
H: 1.50712 1.55275 2.35618  0.28
H: 1.08437 2.27150 0.75855  0.25
H: -0.59235 2.81111 2.47236  0.48
H: -1.13232 1.21319 2.49705  0.45

---

> Which formula does entry 2 have?

C7H12N2O6

---

Please write out number 2 again, unchanged.
ORCA calculation (wB97M-V/def2-TZVPD) on C7H12N2O6 in the gas phase at a distorted geometry.

As for the charge: 0. As for the structure (SMILES): N[C@@H](CO)C(=O)N[C@@H](CC(=O)O)C(=O)O. The total energy is -834.90009 a.u. As for the highest occupied orbital energy: -10.06 eV. As for the HOMO-LUMO gap: 10.20 eV.

Last column: natural (NBO) charge in e.
Cartesian coordinates (Å):
C: 2.63444 -0.75767 0.31613  -0.16
C: 1.23519 -0.22290 0.80078  0.71
C: 3.46352 0.53926 -0.03120  -0.09
C: -1.22000 -0.50791 0.27212  -0.16
C: -2.16701 -1.68891 -0.09336  0.77
C: -1.38253 0.64638 -0.76310  -0.56
C: -1.72872 2.00667 -0.17956  0.78
H: 3.42997 -2.22478 -1.04808  0.39
H: 2.27056 -1.05366 -1.73790  0.40
H: 3.11838 -1.23515 1.23644  0.23
H: 4.53084 0.44782 -0.17073  0.18
H: 3.29762 1.22980 0.86546  0.21
H: 2.93424 1.98605 -1.36109  0.49
H: 0.50686 -1.81590 -0.11291  0.43
H: -1.50115 -0.18320 1.31975  0.25
H: -0.51850 0.74198 -1.42924  0.25
H: -2.16965 0.34974 -1.42564  0.29
H: -0.44642 1.76839 1.19402  0.49
H: -1.19441 -2.68725 0.99485  0.48
N: 2.50774 -1.65906 -0.79934  -0.89
N: 0.15602 -1.00853 0.42161  -0.67
O: 1.12681 0.77370 1.54730  -0.65
O: 2.84828 1.00179 -1.26867  -0.77
O: -3.12505 -1.50817 -0.81463  -0.56
O: -2.49621 2.81092 -0.62199  -0.56
O: -1.11914 2.40696 0.96095  -0.68
O: -1.97392 -2.82772 0.49558  -0.62

---

> Which value of charge does entry 6 give?

+2